Record 1
DFT (ωB97M-V with the def2-TZVPD basis set) results for a 2-piece molecular cluster, C12H18Cl2O6S2 overall at a distorted geometry.

Each line ends with the Löwdin charge.
Geometry (Å):
C 3.4035 -2.5998 0.5786  -0.0587
C 2.0245 -1.7646 0.2736  -0.2791
C 1.0536 -1.8855 1.6283  -0.1087
O 0.8568 -0.5048 2.1008  -0.1175
C -0.5553 -0.0659 1.9158  -0.2741
O -1.4009 -0.3640 2.9071  -0.0116
C -0.9359 0.7859 0.5498  -0.3865
S -2.7230 1.3361 0.4514  0.8481
C -3.8572 -0.0178 -0.1713  -0.4657
C -4.0371 -1.3461 0.7962  -0.1411
C -4.0270 -2.4765 -0.4058  -0.1605
O -4.4537 -1.8693 -1.6985  -0.0983
C -3.7479 -0.5450 -1.7219  -0.2404
O -3.1302 0.0809 -2.7273  0.0077
O 2.3922 -0.3464 0.1169  -0.1144
C 2.6532 0.0071 -1.2884  -0.3105
O 2.8945 -0.8486 -2.2868  -0.0192
C 2.6418 1.6361 -1.6660  -0.3870
S 3.9241 2.4177 -0.4931  0.6329
H 3.6950 -2.6511 1.7194  0.0908
H 3.2401 -3.6973 0.1653  0.1010
H 4.2724 -2.0433 -0.0120  0.1022
H 1.4195 -2.2176 -0.6211  0.1591
H 1.5689 -2.5349 2.4793  0.1450
H 0.0688 -2.4437 1.3258  0.1366
H -0.6483 0.2179 -0.4516  0.1175
H -0.2786 1.7809 0.6082  0.0396
H -4.9483 0.4624 -0.1063  0.1422
H -3.1160 -1.6737 1.4394  0.1076
H -5.0267 -1.1751 1.4154  0.1307
H -2.8567 -2.5947 -0.6050  0.1318
H -4.3541 -3.5741 -0.1610  0.1434
H 2.8864 1.8322 -2.8035  0.1202
H 1.6032 2.0765 -1.3504  0.0305
H 4.1319 1.5523 0.6073  -0.0996
Cl -0.2119 3.9223 -0.6182  0.5650
C 1.2029 4.9678 -0.4432  -1.0199
Cl 0.8727 6.5927 -1.0562  0.5193
H 1.4678 5.0337 0.6149  0.0375
H 2.0350 4.5375 -1.0058  -0.0159

Cartesian forces (eV/Å) of the 2 atoms listed first:
-0.055 0.011 -0.957
0.539 -1.741 1.686

As for the SMILES: C[C@@H](COC(=O)CS[C@@H]1CCOC1=O)OC(=O)CS.ClCCl. As for the total energy: -2635.94631 Ha. The value obtained for the HOMO-LUMO gap is 9.486 eV. For the lowest unoccupied orbital energy, the calculation gives 0.003 Eh.

=====

Record 2
DFT (ωB97M-V with the def2-TZVPD basis set) results for a 2-piece molecular cluster, C3H10N3O overall at a distorted geometry.

Each line ends with the Löwdin charge.
Geometry (Å):
N 0.4965 1.5379 1.8592  0.0296
C 1.6024 0.6715 1.7080  -0.3494
N 2.2745 0.5752 0.6172  0.0608
H 0.5142 2.3648 1.2854  0.0925
H 0.2760 1.7893 2.8161  0.0935
H 1.8087 0.1305 2.6446  0.1186
H 3.2432 0.2202 0.7897  0.0704
O -2.0817 -1.7187 -1.4912  -0.1908
C -0.8707 -1.5145 -1.7333  -0.4540
C -0.1440 -0.3915 -1.0186  -0.2177
N -1.2046 0.3912 -0.2683  0.1359
H -0.2473 -2.1232 -2.4123  0.0697
H 0.4946 -0.8840 -0.2589  0.0824
H 0.4237 0.2204 -1.7164  0.0997
H -1.4843 1.1774 -0.9163  0.1637
H -2.0563 -0.1188 -0.0544  0.1233
H -0.8105 0.8497 0.5591  0.0718

Cartesian forces (eV/Å) of the 2 atoms listed first:
0.151 -0.552 -0.040
0.888 0.523 -0.341

The calculation puts the relative energy (zero: lowest compared OMol25 entry of this formula, charge and spin) at 2.546 eV. The multiplicity is 2. As for the total energy: -359.66598 Ha. Its expectation value of S² is 0.753. The value obtained for the HOMO-LUMO gap (spin up / spin down) is 3.655 / 7.763 eV. For the lowest unoccupied orbital energy (spin up / spin down), the calculation gives 0.011 / 0.006 Eh.